No. 1
{
  "formula": "C27H32BrIN8O3PPdTe",
  "method": "ωB97M-V with the def2-TZVPD basis set",
  "lumo_ev": [-3.77, -3.79],
  "homo_energy_ev": [-10.25, -10.26],
  "gap_ev": [6.48, 6.46],
  "total_charge": 1,
  "max_force_ev_per_a": 1.33,
  "energy_ha": -5320.677909,
  "relative_energy_kcal_mol": 38.84,
  "species": ["Pd", "C", "C", "N", "C", "C", "N", "C", "N", "N", "N", "C", "C", "C", "C", "C", "C", "H", "H", "H", "H", "H", "H", "H", "H", "H", "H", "H", "Br", "C", "C", "C", "C", "C", "C", "I", "H", "H", "H", "H", "N", "C", "H", "C", "C", "O", "P", "O", "Te", "O", "C", "C", "H", "H", "H", "H", "H", "H", "H", "H", "H", "H", "N", "C", "C", "C", "C", "C", "N", "H", "H", "H", "H", "H", "H"],
  "coordinates": [[1.506454, 0.363794, -0.016049], [-1.383764, 1.034464, -2.263976], [-1.234906, 1.553743, -0.880892], [-0.239127, 1.329991, -0.036204], [-0.519251, 2.011975, 1.136285], [-1.702176, 2.642489, 0.999155], [-2.140096, 2.353497, -0.277775], [-3.420155, 2.783409, -0.819015], [-4.491762, 2.382198, 0.039250], [-5.292718, 3.329535, 0.599481], [-6.165457, 2.763645, 1.332290], [-5.957579, 1.395769, 1.283813], [-6.644594, 0.355590, 1.917738], [-6.191634, -0.920721, 1.689778], [-5.077315, -1.167133, 0.855181], [-4.393520, -0.154154, 0.224096], [-4.874326, 1.141183, 0.455017], [-0.647337, 0.260427, -2.433838], [-1.210430, 1.823197, -2.996977], [-2.378526, 0.616199, -2.426611], [0.157463, 1.996772, 1.972310], [-2.273762, 3.260236, 1.669818], [-3.531915, 2.362228, -1.815802], [-3.462532, 3.869008, -0.881934], [-7.495074, 0.560630, 2.552834], [-6.690386, -1.758221, 2.157890], [-4.757928, -2.190224, 0.705093], [-3.535773, -0.359257, -0.404402], [4.412386, -6.360469, -1.650204], [3.585634, -6.719347, 0.003001], [3.592378, -8.033407, 0.456012], [2.999667, -8.355932, 1.664389], [2.389536, -7.369289, 2.424871], [2.379050, -6.059582, 1.975478], [2.980939, -5.728696, 0.765740], [2.945409, -3.734579, 0.181574], [4.065310, -8.796563, -0.145887], [3.017191, -9.380577, 2.010152], [1.922882, -7.615617, 3.369057], [1.905724, -5.286234, 2.564711], [4.482905, -0.416042, 0.246460], [3.339662, -0.313267, 0.308661], [5.473255, -0.558927, 0.233717], [0.336638, 5.585469, 0.311794], [1.640936, 5.283831, -0.381605], [1.546843, 3.999044, -1.063114], [2.650026, 2.889015, -0.776241], [2.622173, 2.372532, 0.641112], [2.283960, 1.237887, -2.501237], [4.046653, 3.610875, -1.000647], [4.364412, 4.256668, -2.257983], [5.541112, 3.565511, -2.899886], [0.324486, 6.626515, 0.636002], [0.201345, 4.945411, 1.182284], [-0.500588, 5.427556, -0.369785], [2.468921, 5.265102, 0.327982], [1.863944, 6.023689, -1.149762], [4.595228, 5.293649, -2.015885], [3.487641, 4.246689, -2.910450], [6.411053, 3.604328, -2.244978], [5.792056, 4.060679, -3.838734], [5.305587, 2.522943, -3.112523], [0.095659, -1.348084, 2.272315], [-0.392707, -1.840670, 1.093330], [-1.524462, -2.672549, 1.074835], [-1.980799, -3.145387, -0.129443], [-1.311434, -2.802019, -1.308305], [-0.222344, -1.977140, -1.201743], [0.224557, -1.485470, -0.036502], [-0.266126, -1.747426, 3.121849], [1.075846, -1.113135, 2.297774], [-2.013419, -2.933141, 2.003917], [-2.843562, -3.798513, -0.162587], [-1.622298, -3.176332, -2.272051], [0.354827, -1.689269, -2.074019]],
  "atomic_forces_ev_per_a": [[-0.013, -0.915, 0.670], [-0.035, 0.013, 0.001], [0.022, -0.053, 0.025], [-0.347, 0.380, -0.118], [0.058, -0.110, 0.026], [-0.067, 0.033, -0.092], [-0.034, 0.008, 0.047], [0.004, 0.008, 0.001], [-0.002, 0.065, -0.038], [-0.033, -0.050, 0.086], [0.097, -0.045, -0.084], [-0.213, 0.077, 0.162], [0.005, 0.044, -0.021], [0.092, -0.036, -0.052], [-0.090, -0.014, 0.056], [-0.032, 0.081, 0.009], [0.178, -0.116, -0.117], [0.031, 0.014, -0.044], [0.011, 0.011, 0.011], [0.007, -0.017, 0.027], [0.023, 0.016, -0.017], [0.006, -0.006, 0.005], [0.020, -0.011, -0.004], [-0.008, 0.009, -0.007], [0.011, 0.003, 0.008], [0.000, -0.008, -0.015], [0.003, -0.001, 0.012], [-0.006, 0.001, -0.009], [0.033, 0.049, -0.071], [-0.024, -0.064, 0.059], [-0.018, 0.007, 0.022], [0.004, -0.006, -0.007], [-0.002, 0.018, -0.001], [0.015, -0.035, -0.025], [-0.002, -0.112, 0.085], [-0.034, 0.028, -0.040], [0.007, 0.005, 0.002], [-0.008, 0.002, -0.005], [0.003, 0.000, -0.002], [0.011, 0.004, 0.005], [-0.049, -0.290, 0.476], [-0.149, 0.361, -1.269], [-0.005, 0.012, 0.043], [-0.040, -0.024, 0.002], [0.003, -0.045, -0.018], [-0.087, 0.201, 0.119], [0.228, 0.064, -0.283], [-0.138, -0.033, -0.309], [0.275, 0.277, 0.007], [0.039, 0.029, 0.165], [-0.018, 0.007, 0.023], [0.036, -0.022, -0.013], [-0.003, -0.013, 0.028], [0.003, -0.002, -0.003], [0.014, 0.043, -0.019], [0.007, 0.001, 0.006], [-0.007, -0.014, -0.030], [-0.016, 0.010, 0.005], [-0.007, -0.039, 0.002], [-0.004, 0.005, 0.002], [0.006, 0.004, 0.011], [-0.010, 0.004, -0.003], [-0.072, 0.060, -0.013], [-0.035, -0.155, 0.129], [0.000, 0.012, -0.025], [0.026, -0.011, -0.061], [-0.034, -0.049, 0.106], [0.299, 0.070, -0.162], [0.020, 0.221, 0.559], [0.013, -0.016, 0.002], [0.024, 0.025, -0.035], [0.011, -0.001, 0.002], [0.001, 0.005, -0.001], [0.007, -0.004, 0.001], [-0.007, 0.032, 0.009]],
  "lowdin_charge": [0.634, -0.029, -0.320, -0.055, -0.103, -0.027, 0.006, -0.052, -0.069, 0.063, 0.085, -0.222, 0.000, -0.071, -0.076, -0.005, -0.168, 0.006, 0.095, 0.085, 0.114, 0.138, 0.136, 0.145, 0.121, 0.107, 0.093, 0.094, 0.731, -0.749, -0.127, -0.071, -0.079, -0.166, -0.750, 0.969, 0.103, 0.112, 0.109, 0.085, 0.210, -0.275, 0.126, -0.066, -0.250, -0.312, 0.103, -0.395, 0.639, -0.284, -0.290, -0.077, 0.086, 0.068, 0.077, 0.118, 0.122, 0.123, 0.099, 0.083, 0.086, 0.050, 0.144, -0.402, -0.010, -0.059, -0.053, -0.179, -0.005, 0.106, 0.075, 0.120, 0.116, 0.114, 0.100]
}

No. 2
{
  "formula": "C6H7N",
  "method": "ωB97M-V with the def2-TZVPD basis set",
  "lumo_ev": 0.85,
  "homo_energy_ev": -9.80,
  "gap_ev": 10.65,
  "max_force_ev_per_a": 0.87,
  "energy_ha": -287.551399,
  "relative_energy_kcal_mol": 22.49,
  "smiles": "N#CC1CC=CC1",
  "species": ["N", "C", "C", "C", "C", "C", "C", "H", "H", "H", "H", "H", "H", "H"],
  "coordinates": [[1.407790, -3.021984, -0.097302], [0.944873, -1.967695, -0.030069], [0.533272, -0.602207, 0.315574], [-0.978425, -0.403856, 0.644731], [-1.235781, 1.022159, 0.212162], [-0.243473, 1.511080, -0.525685], [0.868127, 0.505721, -0.729322], [1.154151, -0.507483, 1.210488], [-1.634651, -1.094088, 0.091751], [-1.169703, -0.575043, 1.706975], [-2.151520, 1.553422, 0.463591], [-0.221313, 2.504040, -0.969980], [0.862234, 0.137385, -1.767083], [1.863389, 0.920071, -0.550141]],
  "atomic_forces_ev_per_a": [[-0.407, 0.442, -0.263], [0.204, -0.494, -0.052], [-0.150, -0.205, -0.325], [0.044, -0.101, 0.071], [0.185, 0.027, -0.031], [-0.051, -0.098, 0.150], [0.103, -0.060, 0.019], [-0.290, 0.801, 0.150], [0.295, 0.082, 0.075], [-0.019, 0.036, -0.082], [0.195, -0.130, -0.064], [-0.010, -0.226, 0.081], [-0.014, -0.074, 0.305], [-0.085, -0.001, -0.034]],
  "nbo_charge": [-0.330, 0.291, -0.321, -0.422, -0.188, -0.187, -0.422, 0.252, 0.223, 0.222, 0.218, 0.218, 0.223, 0.222]
}

No. 3
{
  "formula": "C11H9N2S",
  "method": "ωB97M-V with the def2-TZVPD basis set",
  "lumo_ev": 2.55,
  "homo_energy_ev": -3.09,
  "gap_ev": 5.64,
  "total_charge": -1,
  "max_force_ev_per_a": 3.97,
  "energy_ha": -932.269448,
  "species": ["N", "C", "C", "C", "C", "N", "H", "H", "C", "C", "C", "C", "C", "S", "C", "C", "H", "H", "H", "H", "H", "H", "H"],
  "coordinates": [[1.384196, -2.719461, -1.787236], [0.729768, -2.267092, -0.909992], [0.003424, -1.730754, 0.190739], [-1.115791, -0.966780, 0.050968], [-1.732945, -0.232340, 1.094138], [-2.333796, 0.376015, 1.912765], [0.582758, -1.713971, 1.133587], [-1.641327, -0.905283, -0.916607], [1.847141, -3.814735, 6.720674], [1.124931, -4.006775, 5.416489], [-0.236114, -3.650061, 5.331170], [-0.938545, -3.819458, 4.137068], [-0.249192, -4.293131, 2.983304], [-0.919886, -4.140888, 1.446672], [1.103226, -4.718268, 3.087372], [1.789380, -4.539926, 4.288107], [2.882073, -4.139212, 6.613944], [1.846412, -2.777048, 7.065322], [1.396345, -4.372277, 7.546118], [-0.716156, -3.235818, 6.227679], [-1.993796, -3.521698, 4.045598], [1.593153, -5.103985, 2.182566], [2.848427, -4.802184, 4.385761]],
  "atomic_forces_ev_per_a": [[-2.095, 1.593, 2.726], [1.873, -1.931, -2.926], [-0.107, 1.147, 1.302], [0.423, -0.415, -1.086], [-1.835, 1.517, 2.600], [1.872, -1.679, -2.405], [-0.616, -0.168, -0.611], [0.393, -0.120, 0.553], [0.157, 0.018, 0.147], [-0.187, 0.020, -0.288], [0.297, -0.455, -0.385], [0.603, -0.004, 0.198], [0.731, 0.293, 0.982], [-1.033, -0.140, -1.744], [-0.131, 0.332, 0.614], [-0.623, 0.119, 0.485], [0.081, 0.026, 0.157], [0.069, 0.107, -0.197], [-0.007, -0.211, -0.098], [0.062, -0.164, -0.393], [0.624, -0.129, -0.028], [-0.229, 0.221, 0.495], [-0.319, 0.024, -0.097]],
  "nbo_charge": [-0.334, 0.272, -0.209, -0.346, 0.276, -0.354, 0.271, 0.236, -0.615, -0.095, -0.213, -0.245, -0.180, -0.400, -0.257, -0.218, 0.201, 0.200, 0.198, 0.191, 0.215, 0.215, 0.190]
}